(1)
A cluster of 3 separate species, C16H40N3O7 in total in a non-equilibrium geometry. Source: the OMol25 dataset; level of theory: ωB97M-V/def2-TZVPD.

CARTESIAN COORDINATES (ANGSTROEM)
O  -5.74870  2.44724  -4.46289
C  -4.84110  1.85118  -4.12150
O  -3.56630  2.39772  -4.24718
C  -5.02616  0.47412  -3.51940
C  -3.77511  -0.17745  -2.93998
C  -2.63771  -0.32834  -3.95597
N  -1.42281  0.47148  -3.62424
C  -0.77307  0.03605  -2.33798
O  0.50819  0.53941  -2.42954
C  1.31033  0.33109  -1.24494
O  0.63596  -0.34014  -0.25325
C  0.24437  0.46655  0.85778
C  -1.26033  0.44441  1.07399
O  -1.77582  1.68647  0.57380
H  -3.31683  2.82609  -3.41652
H  -5.52571  -0.14772  -4.24999
H  -5.72628  0.62110  -2.71237
H  -4.04870  -1.17999  -2.64551
H  -3.49113  0.32716  -2.02455
H  -2.97608  -0.04957  -4.93925
H  -2.29084  -1.34589  -4.02889
H  -1.66193  1.45437  -3.49751
H  -0.74088  0.43657  -4.38541
H  -0.83942  -1.04604  -2.28922
H  -1.33194  0.51989  -1.55181
H  2.14961  -0.28679  -1.54355
H  1.71786  1.28824  -0.94111
H  0.54276  1.50450  0.79124
H  0.68876  0.03361  1.74576
H  -1.68385  -0.37954  0.50599
H  -1.49474  0.36793  2.12132
H  -2.59336  1.90583  1.03564
C  2.24582  -5.40786  -2.37742
C  2.24356  -3.93133  -1.99753
C  3.33926  -3.54812  -0.99062
O  3.06574  -3.91899  0.34440
C  3.38879  -5.26019  0.67893
N  0.90761  -3.56525  -1.50970
H  1.83735  -6.03686  -1.58728
H  1.63265  -5.56989  -3.26396
H  3.25576  -5.75444  -2.60260
H  2.43716  -3.36195  -2.91270
H  3.41581  -2.45572  -0.97663
H  4.31893  -3.92864  -1.30493
H  4.28142  -5.60500  0.15098
H  2.55155  -5.92961  0.47105
H  3.58422  -5.29469  1.74989
H  0.88111  -2.56348  -1.34427
H  0.80573  -3.96424  -0.57945
C  1.00800  4.31959  6.15249
C  1.79200  3.19195  5.48941
C  1.85077  3.30033  3.95752
O  0.66066  2.90719  3.28879
C  -0.34109  3.90796  3.21782
N  1.24105  1.90699  5.93135
H  -0.06892  4.19763  6.03575
H  1.21247  4.33972  7.22221
H  1.28926  5.29093  5.74039
H  2.82189  3.25677  5.85120
H  2.62315  2.61264  3.60167
H  2.15229  4.30608  3.63984
H  0.08982  4.90646  3.11117
H  -0.99121  3.87562  4.09479
H  -0.95430  3.69848  2.34012
H  1.82291  1.15317  5.57463
H  0.34970  1.77523  5.45976

Atoms 1-2, force components in eV/Å:
O -4.1 2.9 -1.8
C 2.5 -2.2 1.5

Max |F| ... 5.3 eV/Å
Net charge ... +1
Relative energy (zero: lowest compared OMol25 entry of this formula, charge and spin) ... 0.58 kJ/mol
Total energy ... -1324.24983 Eh
LUMO energy ... -2.842 eV

(2)
A structure of composition C16H40O22S2V3 in a non-equilibrium geometry. Source: the OMol25 dataset; level of theory: ωB97M-V/def2-TZVPD.

CARTESIAN COORDINATES (ANGSTROEM)
O  1.05192  -2.68732  2.88512
V  1.55120  -1.17856  2.83033
O  2.97073  -1.21457  3.54426
O  -0.32758  2.76756  -1.87958
V  1.10820  2.19705  -1.80118
O  2.11762  3.30585  -1.24342
O  0.33162  -3.58185  -1.79870
V  -0.50265  -2.28591  -2.20202
O  -1.64876  -2.87264  -3.13232
S  1.25874  -0.24102  -4.23667
O  1.37310  0.74551  -3.05344
O  0.64914  0.47574  -5.33250
O  2.54145  -0.82643  -4.49453
O  0.28009  -1.27952  -3.73048
S  0.95057  -0.31684  0.31811
O  2.24500  -0.84772  0.83707
O  0.42257  -1.09669  -0.77311
O  0.08367  -0.34998  1.53755
O  1.11527  1.09753  -0.10113
C  0.24664  -1.58123  5.75317
O  0.46558  -0.70045  4.68441
C  0.18225  0.65702  4.99724
C  0.56100  1.56904  3.86918
O  1.84063  1.21656  3.40051
C  2.39059  2.22680  2.57666
H  0.38364  -2.59218  5.37650
H  -0.77751  -1.49909  6.13157
H  0.95933  -1.38967  6.56149
H  0.72768  0.90642  5.91702
H  -0.88312  0.79710  5.21931
H  0.55838  2.59828  4.25184
H  -0.16647  1.52425  3.05289
H  1.79708  2.37553  1.67233
H  3.38661  1.91531  2.27581
H  2.45677  3.16313  3.14134
C  6.09862  0.48102  -2.09011
O  5.28725  -0.57899  -2.48445
C  4.51264  -1.05023  -1.41509
C  3.61902  -2.21365  -1.83064
O  4.19758  -2.91711  -2.89102
C  3.35506  -3.94757  -3.34908
H  5.50486  1.38980  -1.90698
H  6.82188  0.66524  -2.88367
H  6.65455  0.24364  -1.16787
H  3.89857  -0.23937  -0.99706
H  5.18525  -1.38456  -0.60398
H  2.59971  -1.88122  -2.07553
H  3.47059  -2.89357  -0.97360
H  2.78745  -4.41023  -2.53093
H  3.97745  -4.70061  -3.83719
H  2.62657  -3.56864  -4.07711
C  -2.38351  0.50436  -3.12126
O  -2.05248  -0.49135  -2.19412
C  -3.12940  -0.88756  -1.37616
C  -2.62046  -1.55557  -0.13248
O  -1.93772  -2.74324  -0.51618
C  -1.47920  -3.48211  0.61099
H  -2.67297  1.43408  -2.61591
H  -3.18115  0.17792  -3.80114
H  -1.50770  0.69894  -3.74070
H  -3.78611  -1.58446  -1.92088
H  -3.78443  -0.03935  -1.12808
H  -3.47079  -1.79765  0.51478
H  -1.92667  -0.90479  0.40420
H  -0.82620  -4.26424  0.23460
H  -2.33707  -3.94402  1.11212
H  -0.91793  -2.85856  1.30978
C  -2.24490  1.90130  1.15155
O  -3.06414  2.73003  1.92885
C  -3.50672  3.85661  1.22719
C  -4.22571  3.55474  -0.04193
O  -5.24413  2.60565  0.20139
C  -6.08289  2.42547  -0.91219
H  -1.32300  2.40732  0.82366
H  -2.74672  1.49132  0.26926
H  -1.91113  1.07089  1.76995
H  -2.68245  4.55564  0.99211
H  -4.15670  4.41107  1.91135
H  -3.51882  3.15973  -0.78466
H  -4.65275  4.49258  -0.42291
H  -6.63784  1.49666  -0.79002
H  -5.51608  2.31725  -1.85297
H  -6.77023  3.27039  -1.05053

Atoms 1-2, force components in eV/Å:
O -0.1 0.7 -0.1
V 1.5 -1.3 0.6

Max |F| ... 3.0 eV/Å
Net charge ... -1
Relative energy (zero: lowest compared OMol25 entry of this formula, charge and spin) ... 97.83 kJ/mol
Total energy ... -5917.49170 Eh
LUMO energy ... 1.826 eV

(3)
A structure of composition C16H40O22S2V3 in a non-equilibrium geometry. Source: the OMol25 dataset; level of theory: ωB97M-V/def2-TZVPD.

CARTESIAN COORDINATES (ANGSTROEM)
O  -2.53431  3.27402  0.00831
V  -2.99265  1.74683  -0.16875
O  -4.34748  1.85916  -1.01665
O  1.23566  -3.06447  -0.27897
V  0.54135  -2.59135  -1.55779
O  -0.75607  -3.48305  -1.91391
O  1.82194  3.13860  -1.85105
V  2.46253  1.84142  -1.16269
O  3.95037  2.29138  -0.80779
S  2.86842  -0.67834  -3.37709
O  1.80684  -1.40450  -2.69105
O  4.04163  -1.53099  -3.57412
O  2.48602  -0.24238  -4.70993
O  3.15768  0.48268  -2.49946
S  -0.70134  0.39389  -0.77758
O  -1.69497  0.90825  -1.70929
O  0.63566  0.95619  -1.02484
O  -1.26685  0.75371  0.51554
O  -0.67986  -1.05694  -0.89330
C  -4.81198  2.93921  2.43475
O  -4.12957  1.83587  1.81079
C  -4.42552  0.55414  2.41185
C  -3.82683  -0.62628  1.64929
O  -4.03688  -0.49810  0.22942
C  -3.80740  -1.75737  -0.47842
H  -4.43129  3.86482  2.00298
H  -4.68162  3.11623  3.50234
H  -5.88518  2.88878  2.25091
H  -5.51319  0.51215  2.46929
H  -4.10498  0.47183  3.45039
H  -4.31258  -1.54011  1.99144
H  -2.76448  -0.73967  1.86528
H  -2.76868  -2.06828  -0.36659
H  -3.97201  -1.77568  -1.55575
H  -4.47522  -2.50477  -0.05005
C  -1.41895  -1.68532  -5.93320
O  -0.46094  -0.62613  -5.71267
C  -0.89639  0.17177  -4.60338
C  -0.00496  1.37972  -4.34402
O  0.67297  1.73612  -5.55055
C  1.55726  2.80431  -5.36864
H  -1.30935  -2.39757  -5.11541
H  -1.26328  -2.16181  -6.90110
H  -2.45068  -1.33372  -5.93477
H  -1.02578  -0.43079  -3.70434
H  -1.87749  0.58240  -4.84195
H  0.69710  1.20746  -3.52822
H  -0.55569  2.24158  -3.96720
H  1.19457  3.50283  -4.61456
H  1.66501  3.29919  -6.33383
H  2.56390  2.53599  -5.04804
C  3.97024  -0.92405  0.46010
O  3.13496  0.24280  0.39127
C  3.09756  0.88222  1.65495
C  1.87423  1.75465  1.83259
O  1.96236  2.82170  0.83565
C  0.90171  3.75468  0.98369
H  3.58025  -1.69241  1.12766
H  5.02842  -0.81017  0.69548
H  4.04446  -1.40021  -0.51758
H  3.98067  1.49527  1.83493
H  3.21709  0.15965  2.46223
H  1.88301  2.13042  2.85574
H  0.96920  1.17405  1.65397
H  0.91545  4.42142  0.12149
H  1.09878  4.38092  1.85380
H  -0.10497  3.34239  1.05241
C  -0.07854  -1.39848  2.73902
O  -0.48492  -1.96241  3.98971
C  0.05285  -3.23507  4.35835
C  1.65522  -3.39881  4.47095
O  2.07437  -2.30213  5.24415
C  3.39263  -2.39016  5.61829
H  -0.39209  -1.99524  1.88246
H  0.99067  -1.21363  2.63558
H  -0.60406  -0.46183  2.55297
H  -0.32434  -4.06335  3.75852
H  -0.44596  -3.44070  5.30546
H  2.08077  -3.37251  3.46780
H  1.88695  -4.35019  4.94979
H  3.81235  -1.41517  5.86591
H  4.09992  -2.68733  4.84400
H  3.55631  -3.13923  6.39302

Atoms 1-2, force components in eV/Å:
O -0.2 -1.6 0.1
V -1.6 2.4 -1.6

Max |F| ... 6.9 eV/Å
Net charge ... -1
Relative energy (zero: lowest compared OMol25 entry of this formula, charge and spin) ... 397.48 kJ/mol
Total energy ... -5917.37757 Eh
LUMO energy ... 1.335 eV